The following is a DFT calculation (wB97M-V/def2-TZVPD) of a single C3H6O4 molecule.

Properties
Strongest force on any atom, eV Å⁻¹: 3.18
SMILES: C=CC(O)(O)OO
Frontier orbital gap, eV: 9.847
HOMO level, eV: -9.30
Total charge: 0
E_tot, eV: -11393.83298

XYZ file:
```
13
Properties=species:S:1:pos:R:3:nbo_charge:R:1
C 0.738 -1.503 0.749 -0.289
C -0.418 -0.915 0.439 -0.295
C -0.477 0.525 0.148 0.707
O -0.698 1.262 1.271 -0.680
O -1.290 0.928 -0.899 -0.715
O 1.039 0.853 -0.242 -0.346
O 1.613 0.668 -1.513 -0.439
H 1.634 -0.983 1.039 0.224
H 0.822 -2.577 0.785 0.194
H -1.347 -1.454 0.324 0.201
H -0.489 2.187 1.081 0.494
H -2.051 0.345 -0.987 0.489
H 0.924 0.666 -2.195 0.456
```

The following is a DFT calculation (wB97M-V/def2-TZVPD) of a molecular structure, C41H26F3FeI2N3O4Sb.

Properties
Strongest force on any atom, eV Å⁻¹: 2.96
Frontier orbital gap (alpha / beta), eV: 6.206 / 5.574
HOMO level (alpha / beta), eV: -7.98 / -8.05
Total charge: 0
2S+1: 2
E_tot, eV: -120876.12110

XYZ file:
```
81
Properties=species:S:1:pos:R:3:mulliken_charge:R:1
Fe -1.570 -1.224 -0.507 0.844
O -0.433 -4.866 1.901 -0.685
C 0.333 -4.244 2.812 0.265
C 1.020 -5.039 3.728 -0.637
C 1.828 -4.461 4.684 -0.304
C 1.967 -3.074 4.758 -0.793
C 1.282 -2.278 3.869 -0.523
C 0.465 -2.844 2.880 0.079
C -0.275 -1.979 1.957 1.137
O -0.961 -2.495 1.013 -1.188
N -0.257 -0.666 2.168 -0.559
N -1.030 -0.043 1.293 1.225
C -1.571 1.061 1.723 -0.720
C -2.579 1.767 1.038 0.451
C -2.944 3.050 1.501 -0.708
C -3.980 3.734 0.936 -0.757
C -4.720 3.141 -0.119 -0.509
C -4.402 1.901 -0.589 -0.383
C -3.321 1.164 -0.033 0.432
O -3.077 -0.011 -0.467 -0.802
H -0.828 -4.172 1.334 0.346
H 0.898 -6.113 3.661 0.447
H 2.361 -5.092 5.385 0.381
H 2.599 -2.625 5.514 0.411
H 1.354 -1.199 3.907 0.543
H -1.292 1.407 2.718 0.427
H -2.378 3.482 2.320 0.445
H -4.245 4.720 1.296 0.439
H -5.549 3.679 -0.562 0.435
H -4.957 1.441 -1.395 0.480
I 3.015 -1.949 -2.702 0.078
C 1.441 -3.296 -2.431 -0.589
C 1.665 -4.666 -2.661 -0.446
C 0.667 -5.580 -2.464 -0.422
I 1.096 -7.603 -2.804 0.072
C -0.606 -5.162 -2.008 1.312
C -1.704 -6.010 -1.745 -0.720
C -2.868 -5.486 -1.257 -0.913
C -2.953 -4.104 -1.029 -0.197
N -1.963 -3.286 -1.295 -0.500
C -0.803 -3.783 -1.780 0.549
C 0.215 -2.812 -2.005 0.512
O -0.062 -1.558 -1.793 0.534
H 2.641 -4.992 -2.992 0.368
H -1.610 -7.072 -1.927 0.212
H -3.723 -6.115 -1.051 0.405
H -3.855 -3.662 -0.621 0.466
F 5.535 4.912 -3.574 -0.336
C 4.586 4.143 -3.002 0.319
C 3.262 4.391 -3.293 -0.683
C 2.287 3.581 -2.716 -0.185
C 2.637 2.550 -1.849 0.238
C 3.990 2.329 -1.584 -0.642
C 4.974 3.126 -2.154 -0.583
Sb 1.206 1.200 -0.931 0.185
C 1.612 1.952 1.061 0.312
C 0.986 3.005 1.726 -0.112
C 1.290 3.300 3.051 -0.851
C 2.226 2.524 3.704 0.423
F 2.504 2.790 4.997 -0.363
C 2.875 1.478 3.083 -0.782
C 2.553 1.195 1.761 -0.409
C -0.486 2.321 -1.642 0.234
C -0.775 3.655 -1.345 -0.312
C -1.837 4.309 -1.956 -0.742
C -2.590 3.618 -2.885 0.170
F -3.624 4.249 -3.477 -0.420
C -2.324 2.311 -3.228 -0.603
C -1.268 1.665 -2.595 -1.056
H 3.002 5.198 -3.967 0.441
H 1.250 3.765 -2.962 0.386
H 4.288 1.518 -0.926 0.336
H 6.026 2.961 -1.956 0.434
H 0.238 3.609 1.225 0.047
H 0.811 4.117 3.579 0.456
H 3.605 0.893 3.629 0.499
H 3.036 0.351 1.275 0.438
H -0.157 4.209 -0.650 0.558
H -2.076 5.342 -1.730 0.466
H -2.932 1.813 -3.974 0.475
H -1.046 0.633 -2.857 0.722
```

The following is a DFT calculation (wB97M-V/def2-TZVPD) of a gas-phase ion, C4H4O3S (charge -2).

Properties
Strongest force on any atom, eV Å⁻¹: 2.51
SMILES: C[C@H](C(=O)[O-])C([O-])=S
Frontier orbital gap, eV: 5.940
HOMO level, eV: -0.05
Total charge: -2
E_tot, eV: -21189.88189

XYZ file:
```
12
Properties=species:S:1:pos:R:3:nbo_charge:R:1
C -0.991 0.797 -0.013 -0.650
C 0.164 -0.126 -0.394 -0.393
C -0.296 -1.589 -0.043 0.764
O -1.200 -1.762 0.811 -0.810
O 0.168 -2.472 -0.819 -0.818
C 1.511 0.510 0.419 0.373
O 1.719 0.172 1.592 -0.687
S 2.411 1.738 -0.330 -0.595
H -0.952 1.634 -0.705 0.190
H -2.006 0.383 0.008 0.203
H -0.854 0.826 1.043 0.229
H 0.328 -0.110 -1.570 0.194
```

The following is a DFT calculation (wB97M-V/def2-TZVPD) of 8 unconnected molecules or ions with the total composition H16O7S.

Properties
Strongest force on any atom, eV Å⁻¹: 2.36
SMILES: O.O.O.O.O.O.O.S
Frontier orbital gap, eV: 9.709
HOMO level, eV: -9.73
Total charge: 0
E_tot, eV: -25426.63290

XYZ file:
```
24
Properties=species:S:1:pos:R:3:nbo_charge:R:1
O -1.008 3.055 0.523 -0.973
H -0.272 2.630 0.089 0.496
H -1.881 3.005 0.177 0.473
O -1.237 -1.260 -2.366 -0.967
H -2.189 -1.193 -2.172 0.486
H -0.958 -2.119 -2.102 0.490
O 2.986 -2.498 0.858 -0.956
H 2.679 -1.779 0.257 0.484
H 3.701 -1.930 1.247 0.451
O -1.139 -2.928 1.652 -0.957
H -0.630 -2.147 1.514 0.480
H -1.168 -3.211 2.550 0.480
O -0.123 1.068 -1.913 -0.983
H -1.039 1.125 -1.673 0.484
H -0.029 0.263 -2.483 0.503
O 2.129 -0.635 -0.884 -0.961
H 1.418 -0.049 -1.227 0.499
H 2.818 -0.286 -1.445 0.473
O 1.764 3.185 0.313 -0.937
H 1.853 2.349 -0.148 0.466
H 2.399 3.775 -0.140 0.475
S -3.934 0.074 2.316 -0.331
H -3.136 -0.971 1.802 0.168
H -3.006 0.476 3.257 0.159
```

The following is a DFT calculation (wB97M-V/def2-TZVPD) of 12 unconnected molecules or ions with the total composition C48H124N4O16.

Properties
Strongest force on any atom, eV Å⁻¹: 3.39
SMILES: COCCNCCOC.COCCNCCOC.COCCNCCOC.COCCNCCOC.CC(C)O.CC(C)O.CC(C)O.CC(C)O.CC(C)O.CC(C)O.CC(C)O.CC(C)O
Frontier orbital gap, eV: 8.752
HOMO level, eV: -8.21
Total charge: 0
E_tot, eV: -90500.28936

XYZ file:
```
192
Properties=species:S:1:pos:R:3:mulliken_charge:R:1
C 4.469 0.198 -6.133 -0.765
O 3.602 1.272 -5.991 -0.391
C 2.217 0.889 -5.932 0.369
C 1.499 2.217 -6.083 -1.277
N 1.714 3.338 -5.151 -0.151
C 1.187 3.195 -3.806 0.356
C 1.625 4.331 -2.956 -0.581
O 3.023 4.610 -3.038 -0.494
C 3.775 3.470 -2.690 0.006
H 5.511 0.493 -6.162 0.270
H 4.265 -0.479 -6.981 0.305
H 4.290 -0.447 -5.267 0.276
H 1.915 0.443 -4.991 -0.218
H 2.033 0.268 -6.826 0.594
H 0.438 1.992 -6.112 0.350
H 1.697 2.668 -7.095 0.374
H 2.692 3.676 -5.167 0.386
H 1.420 2.259 -3.249 0.205
H 0.107 3.190 -3.845 -0.216
H 1.231 4.189 -1.898 -0.052
H 1.023 5.157 -3.361 0.440
H 4.775 3.804 -2.464 0.375
H 3.819 2.791 -3.551 0.037
H 3.373 2.983 -1.781 -0.224
C -1.787 3.022 3.529 -0.078
O -1.169 2.232 4.579 -0.618
C -0.436 1.110 4.132 1.165
C 0.581 0.599 5.117 -0.534
N 1.495 1.675 5.369 0.266
C 2.414 1.577 6.508 -0.903
C 3.663 2.452 6.287 -0.439
O 3.149 3.752 6.157 -0.331
C 4.089 4.749 5.674 -0.639
H -2.720 3.376 4.032 0.197
H -1.998 2.483 2.590 -0.024
H -1.186 3.904 3.311 0.074
H 0.097 1.420 3.194 -0.855
H -1.119 0.332 3.801 -0.159
H 1.140 -0.226 4.593 -0.269
H 0.151 0.221 6.054 0.528
H 0.991 2.565 5.334 0.215
H 2.746 0.553 6.569 0.443
H 1.986 1.863 7.482 0.324
H 4.156 2.087 5.371 0.204
H 4.390 2.453 7.126 0.419
H 3.594 5.693 5.855 0.252
H 4.238 4.599 4.571 0.178
H 5.071 4.766 6.164 0.310
C 1.692 -5.622 -6.154 -0.487
O 0.572 -4.856 -6.366 -0.366
C 0.829 -3.459 -6.225 -0.664
C 0.348 -2.913 -4.862 1.031
N -1.099 -3.010 -4.714 0.081
C -1.928 -1.973 -5.404 -1.383
C -1.844 -0.647 -4.612 1.479
O -2.554 0.355 -5.285 -0.580
C -2.694 1.543 -4.584 -0.463
H 1.556 -6.633 -6.599 0.248
H 1.947 -5.720 -5.091 0.076
H 2.558 -5.128 -6.626 0.331
H 0.257 -2.926 -7.008 0.189
H 1.882 -3.223 -6.379 0.564
H 0.653 -1.890 -4.622 -0.531
H 0.784 -3.581 -4.090 -0.445
H -1.502 -3.869 -5.077 0.289
H -2.990 -2.301 -5.520 0.422
H -1.439 -1.812 -6.360 0.196
H -0.774 -0.446 -4.579 -0.698
H -2.373 -0.869 -3.656 0.051
H -3.074 2.304 -5.234 0.398
H -1.653 1.865 -4.274 0.123
H -3.333 1.389 -3.751 0.270
C -5.841 5.074 3.901 -0.709
O -5.751 3.852 3.234 -0.424
C -4.962 3.854 2.028 -0.250
C -4.910 2.429 1.647 -0.539
N -4.147 2.343 0.360 -0.445
C -3.715 0.999 -0.075 1.272
C -4.848 -0.010 -0.334 -0.677
O -6.091 0.512 -0.890 -0.418
C -6.898 -0.546 -1.373 -0.771
H -6.576 4.964 4.645 0.293
H -6.027 5.935 3.241 0.299
H -4.891 5.337 4.511 0.212
H -3.928 4.236 2.308 -0.077
H -5.293 4.617 1.343 0.637
H -5.920 2.006 1.588 0.613
H -4.398 1.911 2.474 -0.015
H -4.726 2.836 -0.360 0.394
H -3.017 0.652 0.768 -1.006
H -3.180 1.118 -1.040 -0.002
H -5.142 -0.361 0.652 0.349
H -4.518 -0.833 -0.953 0.326
H -7.135 -1.225 -0.560 0.343
H -6.511 -1.030 -2.281 0.242
H -7.799 -0.074 -1.726 0.292
C -3.420 -3.052 2.666 -1.576
C -2.596 -1.820 2.750 0.308
C -1.567 -1.685 1.620 0.167
O -3.517 -0.676 2.646 -0.329
H -4.224 -3.111 3.377 0.540
H -2.799 -3.969 2.911 0.292
H -3.848 -3.222 1.654 0.226
H -2.101 -1.708 3.731 0.004
H -1.058 -0.760 1.792 -0.960
H -2.023 -1.782 0.656 0.367
H -0.791 -2.453 1.808 0.615
H -4.190 -0.708 3.359 0.257
C 3.881 -6.070 -1.972 -1.429
C 2.580 -5.563 -1.282 0.519
C 2.600 -4.130 -0.699 -0.796
O 1.593 -5.686 -2.272 -0.480
H 3.860 -7.192 -2.065 0.338
H 4.774 -5.859 -1.396 0.413
H 4.021 -5.679 -2.987 0.282
H 2.304 -6.163 -0.405 0.311
H 2.815 -3.345 -1.462 0.081
H 3.350 -4.045 0.077 0.483
H 1.583 -3.982 -0.322 0.006
H 0.730 -5.545 -1.886 0.172
C -1.257 6.168 -0.019 -1.558
C -2.131 5.031 -0.454 0.915
C -1.986 4.668 -1.989 -0.765
O -1.795 3.990 0.409 0.078
H -0.200 5.921 -0.006 0.122
H -1.538 6.348 1.028 0.388
H -1.450 7.119 -0.549 0.455
H -3.187 5.386 -0.460 0.244
H -0.957 4.645 -2.401 -0.283
H -2.542 5.385 -2.555 0.522
H -2.330 3.659 -2.230 0.015
H -2.539 3.333 0.463 -0.583
C 4.422 -1.287 3.976 -1.809
C 4.026 -0.962 2.575 2.659
C 5.227 -0.450 1.787 -1.623
O 3.483 -2.206 2.070 -0.592
H 4.992 -0.482 4.361 0.524
H 5.086 -2.160 3.860 0.394
H 3.595 -1.498 4.616 0.324
H 3.237 -0.175 2.608 -1.154
H 5.572 0.489 2.238 0.361
H 5.082 -0.292 0.650 0.234
H 6.024 -1.176 1.903 0.472
H 2.908 -2.045 1.293 -0.192
C 0.548 -0.798 -2.059 -0.744
C 0.578 -0.031 -0.737 2.270
C 1.317 -0.790 0.312 -0.962
O 1.086 1.232 -0.973 -0.031
H -0.025 -1.763 -2.057 -0.136
H 1.555 -1.004 -2.412 0.547
H 0.035 -0.263 -2.854 -0.198
H -0.470 -0.014 -0.394 -1.065
H 0.771 -1.711 0.572 -0.107
H 1.354 -0.158 1.172 -0.020
H 2.330 -0.942 0.014 1.168
H 0.979 1.752 -0.184 -0.385
C 2.482 -4.336 5.656 -1.517
C 1.184 -3.974 4.915 0.661
C -0.049 -3.959 5.826 -1.081
O 1.320 -2.722 4.290 -0.094
H 2.738 -3.617 6.384 0.317
H 3.211 -4.432 4.865 0.367
H 2.428 -5.354 6.075 0.420
H 1.029 -4.767 4.186 0.267
H -0.468 -5.031 5.958 0.307
H -0.757 -3.330 5.285 0.058
H 0.121 -3.446 6.731 0.411
H 2.148 -2.744 3.775 -0.102
C -2.627 -5.739 -0.629 -1.287
C -2.555 -4.987 -1.984 0.720
C -3.889 -4.291 -2.426 -1.178
O -1.484 -4.034 -1.968 -0.087
H -2.092 -6.662 -0.798 0.379
H -3.610 -6.009 -0.292 0.368
H -2.087 -5.172 0.115 0.137
H -2.338 -5.717 -2.721 0.257
H -4.780 -4.860 -2.176 0.485
H -3.961 -4.053 -3.514 0.234
H -3.976 -3.379 -1.844 0.067
H -1.357 -3.679 -2.869 -0.117
C 1.480 4.479 2.565 -1.594
C 1.605 3.399 1.424 1.267
C 2.674 2.423 1.767 -0.675
O 0.382 2.644 1.251 1.487
H 1.572 3.995 3.515 0.159
H 0.461 4.920 2.532 0.100
H 2.310 5.189 2.423 0.502
H 1.739 3.898 0.454 -0.024
H 3.585 2.933 2.049 0.813
H 2.940 1.706 0.958 -0.021
H 2.299 1.793 2.565 -0.719
H -0.274 3.258 0.873 -0.351
```

The following is a DFT calculation (wB97M-V/def2-TZVPD) of a single C3H4N4O molecule.

Properties
Strongest force on any atom, eV Å⁻¹: 8.48
SMILES: Nc1nnncc1O
Frontier orbital gap, eV: 9.045
HOMO level, eV: -8.95
Total charge: 0
E_tot, eV: -11179.93984

XYZ file:
```
12
Properties=species:S:1:pos:R:3:nbo_charge:R:1
N -1.620 -0.687 0.650 -0.788
C -0.597 0.157 0.460 0.361
N -0.418 1.348 1.208 -0.327
N 0.473 2.215 0.611 0.006
N 1.274 1.864 -0.236 -0.221
C 1.263 0.523 -0.719 -0.090
C 0.341 -0.305 -0.417 0.154
O 0.150 -1.530 -0.700 -0.642
H -2.117 -0.520 1.567 0.405
H -1.982 -1.499 0.155 0.431
H 2.141 0.411 -1.529 0.213
H 1.091 -1.977 -1.051 0.499
```